(1)
Here is a structure of composition C26H31N3P2Rh at a distorted geometry from OMol25. Energies are from wB97M-V/def2-TZVPD.

As for the LUMO energy (spin up / spin down): -2.1159 / -4.6837 eV. The calculation puts the HOMO energy (spin up / spin down) at -8.69 / -10.88 eV. Its expectation value of S² is 6.0223. The HOMO-LUMO gap (spin up / spin down) comes out at 6.57 / 6.20 eV. The total energy is -1966.57726 hartree.

ORCA input file:
```
! RIJCOSX wB97M-V def2-TZVPD def2/J DEFGRID3
* xyz 1 5
C -0.957 0.001 -4.126
C -0.197 0.148 -2.970
C -0.551 1.163 -2.026
C -1.561 2.099 -2.380
C -2.318 1.901 -3.539
C -2.034 0.847 -4.398
C -1.819 3.281 -1.540
C -0.741 3.576 -0.582
C 0.251 2.603 -0.286
C 1.400 3.002 0.467
C 1.418 4.263 1.056
C 0.364 5.162 0.876
C -0.693 4.828 0.039
H -0.694 -0.797 -4.822
H -3.128 2.597 -3.761
H -2.633 0.689 -5.293
H -2.000 4.157 -2.179
H 2.279 4.541 1.664
H 0.388 6.130 1.374
H -1.498 5.540 -0.153
N 0.077 1.300 -0.778
Rh 0.449 -0.203 0.315
C 1.008 -0.737 -2.752
H 1.941 -0.154 -2.698
H 1.095 -1.476 -3.556
C 2.608 2.102 0.591
H 3.057 1.884 -0.391
H 3.366 2.571 1.229
P 0.895 -1.672 -1.174
P 2.207 0.469 1.335
C 1.953 0.883 3.088
H 1.816 -0.038 3.667
H 2.816 1.438 3.478
H 1.049 1.497 3.176
C 3.753 -0.476 1.270
H 4.472 -0.063 1.990
H 3.559 -1.525 1.528
H 4.183 -0.428 0.261
C -0.457 -2.848 -1.483
H -0.324 -3.340 -2.455
H -0.465 -3.600 -0.685
H -1.414 -2.312 -1.469
C 2.389 -2.687 -1.082
H 2.342 -3.303 -0.175
H 2.440 -3.347 -1.959
H 3.287 -2.059 -1.044
H -3.009 3.189 -0.923
H -3.797 3.218 -0.590
N -0.021 -3.395 3.113
C 0.714 -2.481 2.441
N -0.096 -1.710 1.712
C -1.411 -2.115 1.922
C -2.584 -1.780 1.239
C -3.704 -2.593 1.449
C -3.650 -3.697 2.318
C -2.472 -4.029 3.004
C -1.371 -3.207 2.806
H 0.355 -4.106 3.731
H 1.800 -2.418 2.514
H -2.569 -0.923 0.565
H -4.635 -2.369 0.927
H -4.545 -4.307 2.449
H -2.384 -4.884 3.673
*
```

(2)
Here is a cluster of 15 separate species, C12H55N17O15 in total at a distorted geometry from OMol25. Energies are from wB97M-V/def2-TZVPD.

As for the LUMO energy: -0.1072 eV. The calculation puts the HOMO energy at -8.56 eV. The HOMO-LUMO gap comes out at 8.45 eV. The total energy is -2550.00523 hartree.

ORCA input file:
```
! RIJCOSX wB97M-V def2-TZVPD def2/J DEFGRID3
* xyz 0 1
C -1.222 -1.655 -1.607
C -1.129 -0.630 -0.466
C -0.783 0.784 -0.990
O -0.606 1.640 0.161
C 0.414 1.231 1.014
N -2.446 -0.610 0.280
H -0.255 -1.650 -2.120
H -1.864 -1.368 -2.444
H -1.584 -2.600 -1.216
H -0.327 -0.932 0.209
H -1.600 1.194 -1.575
H 0.208 0.706 -1.440
H 0.036 0.487 1.727
H 0.806 2.056 1.606
H 1.161 0.622 0.492
H -2.326 -1.414 0.905
H -2.288 0.128 0.971
O -3.469 -4.041 -0.011
H -4.379 -3.807 0.194
H -3.530 -4.910 -0.447
O 4.161 1.201 1.497
H 4.910 1.571 1.979
H 3.618 1.969 1.263
O -3.447 2.968 -0.660
H -2.543 2.946 -0.335
H -3.646 2.049 -0.910
O -4.177 0.482 -1.713
H -3.657 -0.037 -1.059
H -4.236 -0.096 -2.479
O -1.811 -2.497 2.312
H -2.351 -3.119 1.803
H -0.904 -2.807 2.197
O 2.185 -1.417 1.823
H 2.999 -1.032 1.479
H 1.986 -0.897 2.614
C 1.436 -3.557 -4.665
O 1.858 -2.603 -3.991
N 0.792 -4.600 -4.142
N 1.529 -3.634 -6.003
H 0.970 -5.492 -4.570
H 0.459 -4.542 -3.194
H 2.067 -2.931 -6.482
H 1.199 -4.416 -6.538
C 3.856 -0.555 -1.664
O 2.925 0.250 -1.808
N 4.055 -1.602 -2.432
N 4.823 -0.343 -0.750
H 3.331 -1.918 -3.065
H 4.835 -2.217 -2.291
H 4.715 0.345 -0.008
H 5.611 -0.961 -0.690
C 1.223 1.850 -4.641
O 0.785 2.421 -5.644
N 1.049 2.311 -3.403
N 1.876 0.654 -4.585
H 0.570 3.180 -3.252
H 1.619 1.870 -2.697
H 1.969 0.140 -3.721
H 2.081 0.130 -5.416
C -1.138 4.500 2.792
O -0.161 5.107 2.310
N -1.811 4.988 3.816
N -1.660 3.337 2.325
H -1.635 5.779 4.407
H -2.631 4.490 4.127
H -1.173 2.897 1.567
H -2.416 2.807 2.734
C -4.102 0.556 3.664
O -3.715 1.408 2.860
N -3.438 -0.603 3.905
N -5.221 0.744 4.366
H -2.828 -0.905 3.157
H -3.870 -1.286 4.502
H -5.834 1.510 4.156
H -5.341 0.254 5.236
C 3.107 4.484 -0.079
O 4.007 3.898 -0.652
N 1.975 3.896 0.283
N 3.243 5.802 0.276
H 1.400 4.401 0.945
H 1.869 2.968 -0.091
H 4.153 6.224 0.261
H 2.513 6.271 0.785
C 1.236 1.577 4.382
O 0.959 0.407 4.145
N 2.308 2.190 3.874
N 0.405 2.402 5.099
H 2.896 1.668 3.242
H 2.670 3.010 4.328
H 0.540 3.394 5.018
H -0.449 2.002 5.442
C -1.677 -6.358 -1.588
O -2.879 -6.502 -1.370
N -1.059 -5.189 -1.384
N -0.870 -7.389 -1.938
H -1.638 -4.553 -0.857
H -0.079 -4.980 -1.420
H 0.076 -7.191 -2.200
H -1.265 -8.306 -1.829
*
```

(3)
Here is a cluster of 3 separate species, C19H42BBrN4O10P in total from OMol25. Energies are from wB97M-V/def2-TZVPD.

As for the LUMO energy: 2.1603 eV. The calculation puts the HOMO energy at -4.14 eV. The HOMO-LUMO gap comes out at 6.30 eV. The total energy is -4660.95914 hartree.

ORCA input file:
```
! RIJCOSX wB97M-V def2-TZVPD def2/J DEFGRID3
* xyz -1 1
C 0.731 3.519 5.246
C -0.703 3.327 4.813
O -1.464 4.221 4.597
O -1.076 2.018 4.749
C -0.520 1.170 3.702
O -0.249 0.071 4.039
C -0.449 1.857 2.382
B -0.306 1.055 0.929
C 1.162 1.211 0.216
C 2.508 0.848 0.872
N 2.342 0.549 2.306
N 3.130 -0.284 0.207
N 3.435 1.993 0.653
O -1.153 1.844 -0.038
C -2.547 1.887 0.047
C -3.196 1.132 -1.115
N -4.614 0.852 -0.898
C -4.835 -0.373 -0.129
C -6.292 -0.783 -0.199
C -6.484 -2.227 0.232
O -7.088 0.044 0.658
P -1.015 -0.822 0.745
O -2.168 -1.034 1.926
Br 0.559 -2.293 1.541
H 1.395 3.270 4.416
H 0.889 4.556 5.529
H 0.965 2.857 6.078
H 0.439 2.504 2.449
H -1.283 2.564 2.355
H 1.199 2.276 -0.034
H 1.100 0.712 -0.759
H 2.443 1.381 2.874
H 3.011 -0.137 2.633
H 3.620 -0.889 0.852
H 2.445 -0.848 -0.274
H 4.379 1.678 0.852
H 3.203 2.759 1.278
H -2.948 1.523 1.007
H -2.867 2.935 -0.022
H -2.616 0.222 -1.316
H -3.108 1.767 -2.001
H -5.039 0.710 -1.808
H -4.184 -1.197 -0.452
H -4.612 -0.172 0.922
H -6.647 -0.647 -1.230
H -6.421 -2.899 -0.626
H -5.712 -2.520 0.945
H -7.459 -2.345 0.704
H -6.656 0.906 0.692
H -2.241 -0.266 2.501
O 4.678 -3.033 0.838
C 5.835 -2.767 1.000
O 6.513 -2.188 -0.018
C 7.827 -1.653 0.131
C 8.901 -2.705 -0.060
C 6.565 -3.113 2.278
H 7.929 -1.137 1.087
H 7.897 -0.895 -0.648
H 8.846 -3.479 0.706
H 9.890 -2.246 -0.011
H 8.787 -3.183 -1.032
H 6.953 -4.128 2.183
H 5.838 -3.099 3.086
H 7.387 -2.447 2.525
O -4.327 -1.872 -3.956
C -3.458 -1.301 -4.555
O -3.479 0.048 -4.584
C -2.418 0.845 -5.118
C -2.568 1.067 -6.608
C -2.393 -2.042 -5.328
H -1.449 0.416 -4.862
H -2.495 1.789 -4.580
H -2.499 0.130 -7.163
H -1.783 1.735 -6.966
H -3.536 1.519 -6.824
H -2.771 -2.232 -6.333
H -2.229 -2.995 -4.833
H -1.446 -1.516 -5.404
*
```

(4)
Here is a cluster of 7 separate species, C22H51BF9IN14O12S2 in total at a distorted geometry from OMol25. Energies are from wB97M-V/def2-TZVPD.

As for the LUMO energy: 0.0400 eV. The calculation puts the HOMO energy at -8.93 eV. The HOMO-LUMO gap comes out at 8.97 eV. The total energy is -4556.36251 hartree.

ORCA input file:
```
! RIJCOSX wB97M-V def2-TZVPD def2/J DEFGRID3
* xyz 0 1
N -5.476 2.484 1.467
B -5.523 1.503 0.440
O -6.570 1.513 -0.472
C -4.362 0.401 0.357
O -4.599 -0.514 -0.755
S -3.753 -1.833 -0.641
O -3.981 -2.417 0.648
O -4.007 -2.633 -1.803
C -2.061 -1.201 -0.752
N -1.998 -0.609 -2.103
C -1.054 -2.365 -0.667
C -1.201 -3.436 0.403
O -1.196 -2.883 1.732
C -0.073 -3.026 2.443
O 0.578 -4.035 2.547
C -1.909 -0.133 0.360
C -0.483 0.388 0.588
C 0.391 0.746 -0.604
C 1.802 1.192 -0.138
C 2.858 0.193 -0.606
C 4.280 0.706 -0.636
F 4.469 1.511 0.461
F 5.176 -0.309 -0.507
C 4.741 1.604 -1.825
F 4.152 2.794 -1.780
F 6.063 1.814 -1.692
S 4.434 0.870 -3.554
F 2.894 1.179 -3.359
F 4.258 -0.552 -2.881
F 5.966 0.553 -3.799
F 4.651 2.296 -4.213
F 4.102 0.259 -4.958
C -2.964 0.991 0.280
C -2.802 2.004 -0.860
C -2.411 3.373 -0.293
C -2.026 4.340 -1.382
I -2.108 6.336 -0.640
H -5.686 3.425 1.142
H -4.573 2.543 1.923
H -7.201 0.801 -0.325
H -4.421 -0.148 1.302
H -2.601 -1.127 -2.735
H -1.059 -0.706 -2.470
H -0.038 -1.975 -0.625
H -1.138 -2.899 -1.614
H -2.116 -3.991 0.249
H -0.404 -4.166 0.276
H 0.204 -2.101 2.965
H -2.165 -0.669 1.276
H 0.051 -0.369 1.168
H -0.539 1.271 1.227
H 0.545 -0.098 -1.271
H -0.013 1.564 -1.195
H 1.995 2.214 -0.457
H 1.830 1.214 0.950
H 2.893 -0.615 0.127
H 2.589 -0.278 -1.539
H -2.833 1.544 1.213
H -3.729 2.156 -1.415
H -2.053 1.715 -1.585
H -1.616 3.280 0.448
H -3.290 3.782 0.208
H -2.731 4.309 -2.207
H -1.033 4.168 -1.787
N 1.749 -4.805 -1.792
C 2.504 -3.674 -1.863
N 3.811 -3.851 -2.235
O 2.054 -2.566 -1.607
H 2.104 -5.721 -1.991
H 0.791 -4.702 -1.510
H 4.374 -3.022 -2.278
H 4.227 -4.738 -2.446
N -6.020 4.356 3.918
C -5.498 5.468 3.319
N -5.841 6.664 3.893
O -4.777 5.407 2.342
H -6.617 4.393 4.721
H -5.782 3.462 3.527
H -5.471 7.495 3.471
H -6.434 6.745 4.696
N 6.093 -3.177 2.864
C 5.713 -3.957 1.803
N 5.352 -3.266 0.678
O 5.701 -5.171 1.857
H 6.112 -2.176 2.838
H 6.363 -3.652 3.705
H 5.066 -3.807 -0.117
H 5.357 -2.266 0.613
N 8.427 4.747 -4.546
C 8.775 4.722 -3.221
N 8.079 3.824 -2.459
O 9.637 5.445 -2.760
H 7.719 4.160 -4.944
H 8.917 5.394 -5.135
H 8.306 3.779 -1.483
H 7.368 3.222 -2.823
N -3.112 -7.112 -2.124
C -2.827 -7.107 -0.786
N -3.357 -8.144 -0.070
O -2.153 -6.237 -0.265
H -3.670 -7.815 -2.569
H -2.751 -6.354 -2.671
H -3.167 -8.161 0.915
H -3.918 -8.868 -0.474
N -2.307 2.542 4.956
C -3.422 1.768 4.797
N -3.464 0.628 5.546
O -4.321 2.077 4.031
H -1.555 2.312 5.578
H -2.258 3.390 4.422
H -4.271 0.041 5.442
H -2.738 0.353 6.179
*
```